(1)
{
  "formula": "C45H45BiF9IN6O5P2S4",
  "method": "ωB97M-V/def2-TZVPD",
  "species": ["Bi", "C", "C", "N", "C", "C", "C", "O", "C", "C", "N", "C", "C", "C", "C", "C", "C", "I", "C", "O", "H", "H", "H", "H", "H", "H", "H", "H", "H", "H", "H", "H", "S", "C", "S", "S", "C", "C", "N", "N", "C", "S", "N", "N", "H", "H", "H", "H", "H", "H", "F", "C", "F", "F", "C", "C", "C", "C", "C", "C", "P", "C", "C", "C", "C", "C", "C", "C", "F", "F", "F", "C", "C", "C", "C", "C", "C", "C", "F", "F", "F", "H", "H", "H", "H", "H", "H", "H", "H", "H", "H", "H", "H", "C", "C", "O", "P", "O", "C", "C", "O", "C", "C", "H", "H", "H", "H", "H", "H", "H", "H", "H", "H", "H", "H", "H", "H", "H"],
  "xyz": [[0.8151, -0.1161, 0.2646], [-0.1856, 3.8501, 2.5581], [-1.0657, 2.7914, 2.9953], [-2.3014, 3.0596, 3.5184], [-3.1286, 2.0942, 3.9945], [-2.8194, 0.7436, 3.8522], [-3.7948, -0.3315, 4.1665], [-3.4681, -1.1228, 5.2689], [-1.5774, 0.4111, 3.2091], [-1.2879, -0.9648, 2.9980], [-0.5352, -1.4932, 2.0874], [-0.3101, -2.8506, 2.2411], [-1.1707, -3.8087, 1.7591], [-0.8223, -5.1372, 1.8875], [0.3675, -5.5937, 2.4205], [1.2633, -4.6242, 2.8643], [0.8992, -3.3003, 2.8306], [2.2895, -1.8951, 3.4758], [-0.6601, 1.4509, 2.7579], [0.4088, 1.2359, 2.0930], [-0.6778, 4.8015, 2.6666], [0.7509, 3.7776, 3.2116], [0.0977, 3.6642, 1.5186], [-4.1444, 2.2727, 4.3914], [-4.8490, 0.0446, 4.3899], [-3.7720, -1.0804, 3.3379], [-3.2792, -0.6189, 6.0742], [-1.6489, -1.6883, 3.7481], [-2.1547, -3.5454, 1.3167], [-1.5781, -5.7800, 1.5618], [0.6124, -6.6433, 2.4622], [2.2295, -4.9807, 3.1541], [-1.9424, 1.5312, -3.2020], [-0.9807, 0.9747, -1.9712], [0.6911, 0.6762, -2.2230], [-1.6042, 0.7286, -0.3578], [-1.4660, -4.0062, -3.6126], [-0.0519, -4.1040, -3.0342], [0.9326, -4.8413, -3.3257], [1.9198, -4.5030, -2.4493], [1.5384, -3.6058, -1.5296], [2.3764, -3.0285, -0.1969], [0.3001, -3.2718, -1.9396], [-0.4906, -2.3869, -1.2370], [-1.5497, -2.9564, -3.8843], [-2.1471, -4.1487, -2.7620], [-1.6786, -4.7624, -4.3691], [2.7108, -5.0451, -2.3516], [-0.9003, -1.7335, -1.8676], [-1.2347, -2.8000, -0.6906], [-0.4520, 7.6278, -1.3645], [0.6649, 7.6115, -0.6294], [1.4523, 8.5668, -1.1580], [0.3782, 8.0459, 0.5996], [1.3707, 6.2952, -0.5334], [2.5103, 6.1402, 0.2482], [3.0151, 4.8751, 0.4064], [2.4479, 3.8456, -0.3312], [1.4908, 4.0452, -1.3067], [0.9580, 5.3011, -1.3910], [2.8055, 2.0764, -0.0138], [3.8644, 1.6280, -1.5050], [4.1903, 0.2784, -1.6204], [4.9410, -0.1119, -2.7152], [5.3493, 0.8572, -3.6525], [4.9717, 2.1632, -3.5766], [4.2764, 2.5625, -2.4800], [6.0938, 0.2301, -4.8415], [5.3853, -0.6672, -5.4629], [6.4155, 1.1570, -5.7887], [7.2560, -0.3540, -4.5139], [4.0939, 2.1068, 1.2620], [3.5195, 1.9818, 2.5487], [4.3501, 1.6789, 3.6242], [5.7356, 1.6571, 3.4948], [6.3054, 1.9989, 2.2899], [5.5098, 2.1728, 1.1578], [6.5324, 1.3335, 4.7750], [6.2711, 2.2050, 5.7140], [7.8588, 1.3718, 4.5174], [6.2076, 0.1152, 5.2938], [2.8050, 7.0256, 0.8385], [3.8265, 4.7436, 1.0767], [1.0562, 3.2758, -1.9143], [0.1012, 5.4294, -2.0649], [3.9473, -0.3666, -0.7681], [5.3563, -1.1318, -2.8904], [5.3870, 2.8731, -4.3023], [3.9330, 3.5454, -2.4120], [2.4678, 2.0327, 2.6676], [3.9167, 1.4943, 4.5977], [7.3733, 2.1633, 2.2118], [6.0067, 2.2868, 0.2274], [-6.9870, -4.2810, -2.1042], [-5.6414, -4.4104, -1.5205], [-4.6444, -3.5288, -2.0597], [-4.0635, -2.3817, -1.0336], [-5.5049, -1.8518, -0.5778], [-5.5014, -1.0273, 0.6235], [-6.1402, 0.3588, 0.4721], [-3.5080, -1.4153, -2.2023], [-4.2917, -1.0094, -3.4710], [-3.6616, -1.2648, -4.7967], [-7.7168, -4.9375, -1.5842], [-7.0033, -4.6301, -3.1446], [-7.4027, -3.3063, -2.2229], [-5.2502, -5.4373, -1.7277], [-5.6919, -4.0996, -0.4631], [-4.4455, -0.9568, 0.9881], [-6.0887, -1.5850, 1.3780], [-7.1961, 0.3026, 0.0951], [-5.6223, 0.9422, -0.2925], [-6.1729, 0.8048, 1.3910], [-4.4546, -0.0076, -3.2942], [-5.2173, -1.6018, -3.3954], [-2.6871, -0.8194, -4.9040], [-4.3305, -1.0457, -5.6120], [-3.6480, -2.3174, -4.9284]],
  "atomic_forces_ev_per_a": [[-0.8, -0.3, 0.8], [1.6, 0.5, 0.4], [-3.6, -1.3, 1.4], [1.2, 0.1, 0.2], [0.6, -1.1, -0.9], [1.3, 1.0, -0.7], [-1.5, -0.3, 0.1], [0.8, -1.0, 1.3], [-0.1, 1.8, -0.3], [0.9, -1.6, 0.1], [-0.7, 1.4, 0.4], [1.4, -1.0, 0.3], [-0.6, 0.3, 0.0], [0.0, -0.1, 0.1], [-0.2, 0.8, -0.2], [-0.5, -0.9, -0.3], [-0.2, 0.6, -0.5], [0.2, 0.2, 0.1], [-2.3, -1.2, 0.6], [1.3, -0.3, -0.3], [0.1, 0.4, 0.1], [-1.0, 0.4, -1.0], [0.2, 0.2, 0.0], [0.7, 0.8, -0.3], [1.2, 0.0, -1.0], [-0.6, 0.7, 0.4], [-0.1, 0.2, -0.5], [-0.3, 0.5, -0.1], [0.8, 0.0, 0.3], [-0.8, -1.4, -0.5], [0.0, -0.1, 0.0], [0.5, 0.3, 0.5], [0.2, -0.1, 0.4], [-1.0, 0.5, -0.5], [0.5, -0.2, -0.6], [0.7, -0.3, 0.0], [1.4, -0.1, 1.4], [-1.9, 1.2, 0.8], [0.7, -1.0, -0.8], [-1.4, 1.0, 0.3], [0.5, 0.4, 0.1], [0.1, -0.1, -0.2], [-1.0, -0.6, -0.3], [0.3, 0.5, 0.3], [-0.5, -0.1, -0.6], [0.0, 0.0, -0.3], [0.2, 0.5, -0.1], [1.8, -1.2, 0.0], [-0.4, 0.7, -0.6], [0.0, -0.5, 0.0], [-0.1, -0.4, 0.2], [0.6, 0.7, 0.2], [0.4, 0.1, -0.3], [-0.6, 0.2, 0.6], [0.1, 0.3, -1.4], [-1.2, 1.3, 0.7], [-0.3, 0.3, -0.5], [0.4, -1.7, 0.2], [-0.1, 0.5, 0.5], [-1.4, 0.1, -0.5], [1.8, 0.6, -1.4], [-0.6, 0.7, 0.1], [0.4, 0.3, 0.4], [1.0, -0.3, -0.4], [0.1, -2.8, -0.5], [1.6, 0.6, -0.9], [-1.2, -1.4, 1.4], [0.8, 2.2, 0.0], [-1.2, -1.3, -0.5], [-0.1, 0.2, 0.4], [0.1, -0.1, 0.6], [0.4, 0.1, 1.2], [2.0, -0.5, -0.3], [-0.3, 0.3, 0.1], [-0.5, -0.2, 1.0], [0.3, 0.2, -0.4], [-1.4, -0.4, 0.8], [-0.1, -0.6, -1.8], [-0.1, 1.0, 1.1], [-0.3, -0.3, 0.3], [0.4, 0.5, -0.5], [0.3, -0.8, -0.3], [0.5, -0.5, 0.5], [0.2, -0.5, -0.1], [0.5, 0.3, 0.3], [0.0, -0.2, -0.6], [-0.8, 0.7, 0.5], [-0.6, -0.2, 0.2], [-0.3, 1.5, 0.2], [-0.9, -0.1, 0.1], [-0.1, 0.0, 0.1], [0.0, -0.3, 0.0], [0.1, 0.2, -0.8], [-1.4, -1.1, -1.6], [1.4, -0.2, 0.9], [-0.2, -0.1, -0.3], [0.8, -0.2, -1.7], [-0.7, 1.4, 0.7], [-0.2, -0.3, 0.6], [-0.6, -1.9, -3.5], [0.0, 0.2, -1.4], [-0.6, -2.2, 1.8], [0.2, -0.7, 0.5], [0.5, 0.5, -0.1], [0.2, -0.3, 0.1], [-0.1, 1.0, 0.7], [-0.4, 0.6, 0.8], [-0.1, -1.2, 0.0], [-0.7, 0.2, -0.2], [0.4, 0.1, -0.3], [0.8, -0.3, 0.4], [0.2, 0.2, 0.4], [0.2, 1.4, 2.3], [-0.5, 2.2, 0.3], [0.2, 0.5, -0.1], [0.3, 0.2, -0.2], [-0.3, 1.1, -0.1], [0.8, -1.3, 0.0]],
  "total_energy_ev": -166891.423,
  "charge": 0
}

---

(2)
{
  "formula": "C5H13N2",
  "method": "ωB97M-V/def2-TZVPD",
  "species": ["C", "C", "C", "C", "N", "C", "N", "H", "H", "H", "H", "H", "H", "H", "H", "H", "H", "H", "H", "H"],
  "xyz": [[-2.2306, -0.4215, -0.6123], [-0.8428, -0.7252, 0.0448], [-0.0540, 0.5657, 0.3750], [1.2847, 0.6032, 0.1955], [2.1492, 1.5409, 0.6605], [3.6329, 1.4149, 0.5001], [-3.1318, -1.6875, -0.7876], [-2.7325, 0.1386, -0.0185], [-1.9071, -0.0061, -1.5189], [-1.0014, -1.4050, 0.9005], [-0.2405, -1.4968, -0.5074], [-0.6703, 1.2906, 1.0511], [1.7478, -0.0411, -0.5854], [1.9990, 2.2762, 1.3601], [4.0001, 1.2806, -0.5519], [3.9975, 2.3548, 0.8643], [3.9918, 0.5523, 1.0660], [-3.6061, -2.0293, 0.1646], [-2.4928, -2.3981, -1.0695], [-3.8930, -1.8072, -1.5309]],
  "atomic_forces_ev_per_a": [[3.8, -4.3, -2.0], [0.2, -1.5, 0.3], [-2.1, -0.6, 1.2], [-0.1, 1.0, -0.6], [1.8, 0.4, -0.1], [-1.0, -0.7, -1.0], [-1.7, -0.9, 1.2], [-3.3, 4.2, 3.5], [-0.8, 0.6, -1.7], [-0.3, 0.8, 0.6], [-0.3, 1.2, -0.6], [1.6, -1.2, -1.2], [-0.3, 0.1, 1.0], [-1.0, -1.0, -0.6], [-0.7, 0.2, 0.8], [0.7, 0.2, 0.3], [0.2, 0.3, 0.2], [1.5, 1.1, -2.4], [0.8, -1.1, 0.0], [1.1, 1.3, 1.1]],
  "total_energy_ev": -8367.225,
  "charge": 1,
  "smiles": "CN/C=C/CC[NH3+]"
}

---

(3)
{
  "formula": "C4H8N2O",
  "method": "ωB97M-V/def2-TZVPD",
  "species": ["C", "N", "C", "N", "C", "O", "C", "H", "H", "H", "H", "H", "H", "H", "H"],
  "xyz": [[-2.3963, -0.2032, 0.0643], [-1.0860, -0.4282, -0.4820], [0.0324, -0.3916, 0.3023], [0.2005, -0.0080, 1.5067], [1.8505, 0.5740, -1.4128], [1.0230, 0.6757, -2.2355], [2.8186, 0.4119, -0.5459], [-3.1428, -0.5758, -0.6397], [-2.6149, 0.8487, 0.2925], [-2.4809, -0.7876, 0.9865], [-0.9420, -0.3475, -1.4777], [-0.6620, 0.3461, 1.9202], [0.9081, -0.8137, -0.1886], [3.8171, 0.3578, -0.9461], [2.6190, 0.3302, 0.5156]],
  "atomic_forces_ev_per_a": [[-0.2, 0.0, 0.1], [0.1, -0.1, 0.1], [0.1, -0.3, 0.1], [-0.3, -0.2, -0.1], [0.0, 0.2, -0.8], [0.7, 0.1, 0.6], [0.0, 0.1, -0.2], [0.0, 0.1, 0.1], [0.0, -0.1, 0.0], [-0.1, 0.1, -0.1], [0.0, -0.2, 0.2], [0.0, 0.1, 0.0], [-0.3, -0.1, 0.1], [0.1, 0.1, 0.0], [-0.1, 0.1, -0.2]],
  "total_energy_ev": -9303.727,
  "charge": 0,
  "smiles": "[H]/N=C\\NC.C=C=O"
}

---

For the records above, the corresponding LUMO level values read -0.42, -3.76, 0.83 eV.
For the records above, the corresponding gap between HOMO and LUMO values read 7.4, 7.1, 9.9 eV.
For the records above, the corresponding relative energy (zero: lowest compared OMol25 entry of this formula, charge and spin) values read 249.9, 345.9, 257.2 kJ/mol.